7
Properties=species:S:1:pos:R:3:forces:R:3:mulliken_charge:R:1 method="wB97M-V/def2-TZVPD" homo_energy_ev="-9.331 / -8.572" lumo_energy_ha="-0.05272 / -0.03075" de_lowest_ev=2.726 gap_ev="7.8963 / 7.7353"
I 1.134839 0.435202 -2.488343 1.3 0.6 -1.0 0.11
Br 1.105801 1.571145 0.957609 0.1 0.3 0.3 -0.05
F 0.747762 -0.916061 1.961995 -0.3 0.4 -0.2 -0.16
F -0.980185 0.380693 2.226545 0.4 -0.1 -0.3 -0.16
O -1.477325 -1.039789 -2.313108 0.6 0.3 0.2 -0.26
C 0.054143 0.096156 1.442101 -0.2 -0.5 0.4 0.36
C -0.585036 -0.527345 -1.786800 -1.9 -1.0 0.7 0.17

6
Properties=species:S:1:pos:R:3:forces:R:3:mulliken_charge:R:1 method="wB97M-V/def2-TZVPD" homo_energy_ev=-9.575 lumo_energy_ha=0.02636 de_lowest_ev=0.000 smiles="FC(F)=C(Cl)Cl" gap_ev=10.2921
Cl 1.696958 -1.282959 -0.005217 0.0 -0.4 0.0 -0.15
Cl 1.307696 1.569931 0.031399 0.3 0.8 -0.1 -0.14
F -1.435022 -1.185415 0.060445 0.5 -0.1 -0.1 -0.20
F -1.477016 0.960599 -0.033973 -0.5 0.4 0.0 -0.19
C 0.616999 0.031184 -0.038077 -0.8 -0.7 0.2 0.34
C -0.709615 -0.093342 -0.014579 0.5 0.0 0.1 0.34

7
Properties=species:S:1:pos:R:3:forces:R:3:mulliken_charge:R:1 method="wB97M-V/def2-TZVPD" homo_energy_ev=-9.666 lumo_energy_ha=-0.00679 de_lowest_ev=0.399 smiles="F/C(Cl)=C(/F)SCl" gap_ev=9.4811
Cl -1.704037 -0.285939 -1.934707 -0.3 -0.3 -1.3 -0.13
Cl 1.998435 -1.015686 1.923498 0.3 -0.4 0.2 -0.11
S 1.165006 0.741327 1.455224 -2.0 -0.8 -2.7 0.02
F -1.900623 0.250328 0.480495 0.1 -0.1 0.4 -0.20
F 1.164020 0.119111 -1.200665 0.6 -0.5 -1.0 -0.21
C -0.994834 0.053299 -0.471062 -2.1 0.1 0.8 0.57
C 0.272033 0.137560 -0.252783 3.4 2.0 3.6 0.05

6
Properties=species:S:1:pos:R:3:forces:R:3:mulliken_charge:R:1 method="wB97M-V/def2-TZVPD" homo_energy_ev=-12.058 lumo_energy_ha=0.00992 de_lowest_ev=0.000 smiles=N#CC(F)(Cl)Cl gap_ev=12.3282
Cl 1.775856 -0.795452 -0.441194 -0.7 0.4 0.3 -0.11
Cl 0.389712 1.796523 -0.460112 0.0 -0.1 -0.2 -0.10
F 0.403694 0.231885 1.489392 0.1 -0.4 0.4 -0.15
N -2.000951 -0.867488 -0.500713 1.5 0.3 0.3 -0.28
C -0.928852 -0.508823 -0.248566 -0.7 0.1 0.0 -0.03
C 0.360543 0.143356 0.161191 -0.2 -0.3 -0.8 0.67

7
Properties=species:S:1:pos:R:3:forces:R:3:mulliken_charge:R:1 method="wB97M-V/def2-TZVPD" homo_energy_ev=-9.348 lumo_energy_ha=-0.03609 de_lowest_ev=2.780 gap_ev=8.3662
Cl -1.089774 1.246266 -0.942437 0.0 -0.5 -0.4 -0.06
Cl 3.002466 0.229378 1.022122 1.9 -0.5 -0.1 -0.02
Cl 0.663220 -1.318321 0.996095 0.4 -0.7 0.1 -0.03
F -2.307709 -0.543262 0.256104 -0.6 0.1 0.5 -0.15
O -1.328296 -1.348848 -1.498653 0.3 0.3 -0.8 -0.34
C 1.382804 0.205096 1.096349 -2.1 1.1 0.3 0.07
C -1.577244 -0.420398 -0.832520 0.0 0.2 0.4 0.53

9
Properties=species:S:1:pos:R:3:forces:R:3:mulliken_charge:R:1 method="wB97M-V/def2-TZVPD" charge=-1 homo_energy_ev="-4.412 / -4.426" lumo_energy_ha="0.11341 / 0.11349" de_lowest_ev=1.614 gap_ev="7.4974 / 7.5139"
Cl -1.024587 0.544028 -2.353601 -1.2 0.5 -1.3 -0.14
Cl 1.777060 1.524338 -2.245059 -0.1 0.0 -0.4 -0.19
Cl 2.062189 -0.285376 0.370161 3.5 0.0 0.6 -0.17
S -0.618876 -0.464382 1.094544 0.1 -1.0 -3.4 1.09
O -0.452946 0.847849 1.678650 -1.0 -0.1 0.6 -0.57
O -0.056056 -1.574776 1.832610 -0.5 0.3 0.4 -0.61
O -1.782656 -0.799068 0.262309 -0.1 0.7 1.8 -0.62
C 0.420190 0.741461 -1.577767 1.2 -5.1 6.8 0.20
C 0.591002 -0.221279 -0.302128 -2.0 4.8 -5.0 0.02

7
Properties=species:S:1:pos:R:3:forces:R:3:mulliken_charge:R:1 method="wB97M-V/def2-TZVPD" homo_energy_ev="-8.979 / -8.988" lumo_energy_ha="-0.04131 / -0.03929" de_lowest_ev=1.908 gap_ev="7.8546 / 7.9194"
Cl -1.514947 -1.047770 0.804567 -0.2 0.4 -0.7 -0.07
Cl 1.471127 1.029875 0.865925 0.3 -0.4 -1.1 -0.08
Cl -1.436052 1.806298 0.404299 -0.1 -1.3 -1.1 -0.09
Cl 1.495774 -1.752143 0.320922 0.1 0.0 -0.4 -0.06
S -0.044223 -0.035466 -1.663162 0.4 0.4 2.2 0.06
C 1.226272 -0.203734 -0.365976 -0.4 0.3 0.2 0.13
C -1.197953 0.202940 -0.366578 -0.1 0.7 1.0 0.12

6
Properties=species:S:1:pos:R:3:forces:R:3:mulliken_charge:R:1 method="wB97M-V/def2-TZVPD" homo_energy_ev=-9.568 lumo_energy_ha=0.02290 de_lowest_ev=0.405 smiles="FC(F)=C(F)Cl" gap_ev=10.1911
Cl -1.766536 -0.449358 -0.066548 1.2 0.5 0.6 -0.13
F 2.102170 0.469604 -0.127614 0.2 -0.1 0.2 -0.19
F 1.107156 -1.501360 0.060050 0.4 0.5 0.0 -0.18
F -0.364775 1.720997 0.020337 0.0 0.7 0.3 -0.19
C 0.991830 -0.188081 0.037311 -4.1 1.0 0.6 0.38
C -0.253472 0.427400 0.222082 2.2 -2.6 -1.8 0.31

10
Properties=species:S:1:pos:R:3:forces:R:3:mulliken_charge:R:1 method="wB97M-V/def2-TZVPD" homo_energy_ev="-10.429 / -10.430" lumo_energy_ha="-0.04941 / -0.04946" de_lowest_ev=2.932 gap_ev="9.0843 / 9.0838"
Cl -1.045216 2.242518 0.216752 -0.1 0.6 -0.7 -0.07
F 1.546337 -0.902201 0.836879 -0.8 -2.9 1.4 -0.20
F 2.198702 1.002374 0.577016 0.0 1.2 -1.0 -0.22
F -0.766489 0.322128 -1.655560 -0.3 1.8 0.0 -0.19
F 2.017108 -0.350911 -1.167349 -0.5 0.6 0.3 -0.21
O -2.211276 -0.096002 1.127749 -1.0 -0.3 0.9 -0.56
O -0.892928 -1.441617 0.032782 -0.9 -0.8 0.5 -0.50
N -1.362983 -0.370841 0.339967 1.1 -0.4 -0.2 0.92
C -0.688415 0.722417 -0.378796 4.2 -2.4 -0.2 0.29
C 1.508478 0.031630 -0.004272 -1.8 2.5 -0.9 0.74

7
Properties=species:S:1:pos:R:3:forces:R:3:mulliken_charge:R:1 method="wB97M-V/def2-TZVPD" charge=-2 homo_energy_ev=0.830 lumo_energy_ha=0.19273 de_lowest_ev=0.000 smiles="O=P([O-])([O-])C#CCl" gap_ev=4.4139
Cl 3.335230 -0.020565 0.405710 -1.3 0.1 -0.4 -0.27
P -1.181478 -0.023606 -0.007280 -1.4 -0.3 0.8 0.86
O -1.578325 -1.510903 -0.070698 0.8 1.1 0.2 -0.80
O -0.860513 0.646951 1.318232 0.2 -0.9 0.5 -0.77
O -2.043856 0.901632 -0.812498 -0.3 0.2 -1.5 -0.79
C 0.615855 -0.006291 -0.670421 -0.7 -0.1 0.5 -0.38
C 1.713090 0.012784 -0.163045 2.6 -0.1 -0.1 0.14

7
Properties=species:S:1:pos:R:3:forces:R:3:mulliken_charge:R:1 method="wB97M-V/def2-TZVPD" charge=-2 homo_energy_ev="1.844 / 1.409" lumo_energy_ha="0.23806 / 0.23748" de_lowest_ev=2.127 gap_ev="4.6342 / 5.0526"
Cl 2.266756 -0.783835 -0.036788 0.3 -0.2 -0.2 -0.29
P -0.156877 0.772713 0.010790 -0.5 3.1 -0.5 0.81
O -1.016762 -2.078275 -0.192196 0.4 1.6 0.7 -0.32
O -0.989833 1.888903 0.653807 0.6 -1.6 0.3 -0.76
O -0.186668 0.911644 -1.502491 0.5 -0.9 0.3 -0.75
C -1.052201 -0.916619 0.075551 -1.0 -1.8 -0.6 -0.03
C 1.135584 0.205472 0.991330 -0.3 -0.2 0.0 -0.66

8
Properties=species:S:1:pos:R:3:forces:R:3:mulliken_spin:R:1 method="wB97M-V/def2-TZVPD" homo_energy_ev="-6.785 / -9.960" lumo_energy_ha="-0.03748 / -0.06686" de_lowest_ev=0.000 spin_multiplicity=3 gap_ev="5.7652 / 8.1402" s2=2.003
Cu 2.206640 -0.360776 0.337689 0.1 0.1 0.0 1.99
O -1.174261 1.242853 0.414978 0.4 -0.2 -1.0 0.01
O 0.563416 -1.400660 0.228196 1.4 -0.2 -0.9 0.00
O -1.413519 -1.192847 -0.684607 0.1 -0.3 -0.6 0.00
O 1.037738 1.154242 0.029880 0.4 1.0 -0.5 -0.02
C -0.164669 0.798781 -0.154439 0.1 -1.2 1.8 0.00
C -0.268583 -0.748210 -0.484168 -2.9 0.3 2.2 0.04
Li -2.154782 -0.837452 1.088762 0.4 0.5 -1.0 0.00

9
Properties=species:S:1:pos:R:3:forces:R:3:mulliken_charge:R:1 method="wB97M-V/def2-TZVPD" charge=-1 homo_energy_ev="-4.882 / -4.878" lumo_energy_ha="0.12522 / 0.12521" de_lowest_ev=1.799 gap_ev="8.2889 / 8.2857"
F -2.065058 -1.356391 0.681413 0.2 0.9 0.0 -0.14
F -3.014527 0.330856 -1.049534 2.4 -1.1 1.6 -0.61
O 1.986222 -0.749586 -0.954245 -0.6 -1.0 -0.9 -0.41
O -0.275957 1.393390 -0.194677 -0.5 0.0 0.0 -0.60
O 0.270004 -0.267118 1.107036 -0.5 0.2 0.3 -0.65
O 2.765198 0.864194 0.468037 0.6 1.1 1.0 -0.41
N -0.535221 0.305787 0.311908 1.7 1.1 0.9 0.88
C 2.292584 0.060028 -0.199279 0.3 0.0 -0.2 0.81
C -1.423241 -0.581157 -0.170660 -3.7 -1.1 -2.7 0.14

9
Properties=species:S:1:pos:R:3:forces:R:3:mulliken_charge:R:1 method="wB97M-V/def2-TZVPD" homo_energy_ev=-10.194 lumo_energy_ha=-0.09258 de_lowest_ev=2.210 gap_ev=7.6742
S -3.401554 0.139052 -0.404592 -0.5 1.2 0.0 0.23
F 2.023395 1.095383 -0.435403 0.4 0.2 0.2 -0.24
F 1.544199 -0.934014 -0.940671 0.0 0.1 0.5 -0.24
F 2.126227 -0.442157 1.089347 0.3 -0.2 0.6 -0.24
O -0.806156 -0.723411 0.058289 0.5 0.3 0.6 -0.41
O -0.418984 1.507022 0.528552 0.3 -1.0 0.4 -0.49
N -2.468396 -0.997142 -0.288174 1.4 -0.7 0.4 0.12
C 1.464066 -0.014367 0.041740 -1.3 0.5 -0.9 0.83
C -0.062796 0.369635 0.350909 -1.3 -0.4 -1.8 0.43

7
Properties=species:S:1:pos:R:3:forces:R:3:mulliken_charge:R:1 method="wB97M-V/def2-TZVPD" charge=-1 homo_energy_ev=-3.396 lumo_energy_ha=0.13434 de_lowest_ev=1.493 gap_ev=7.0514
F -1.196808 0.237417 1.172383 0.2 -0.7 -0.7 -0.29
F -2.188322 -1.160195 -0.309619 0.7 0.4 0.2 -0.23
F -1.470117 0.808506 -0.898881 0.1 -0.1 -0.4 -0.24
O 1.739216 1.062259 -0.550474 -0.4 3.8 -2.5 -0.27
O 2.164460 -0.786875 0.723096 0.5 0.2 -0.1 -0.39
C 1.960491 0.157783 0.071080 -0.2 -4.1 2.6 0.67
C -1.008917 -0.318896 -0.207586 -1.0 0.4 0.9 -0.25

9
Properties=species:S:1:pos:R:3:forces:R:3:mulliken_charge:R:1 method="wB97M-V/def2-TZVPD" homo_energy_ev=-11.129 lumo_energy_ha=-0.04543 de_lowest_ev=0.000 gap_ev=9.8926
S 1.859201 -0.131550 0.271154 -2.6 -1.5 -2.8 0.67
F 0.017907 1.766008 -0.301862 -0.1 -0.7 -0.3 -0.20
F 1.364660 -1.705429 -0.011425 0.4 0.9 0.9 -0.28
F -0.000139 0.757750 1.620901 -1.3 -0.1 -0.3 -0.26
F -1.536565 -1.083313 0.797384 -0.3 0.4 -1.2 -0.19
O -1.776612 -0.307696 -1.334037 1.4 0.3 2.6 -0.41
O 2.276643 0.265479 -1.042740 1.1 0.5 0.3 -0.43
C -0.027681 0.546694 0.256596 1.6 1.0 1.2 0.66
C -1.241609 -0.268416 -0.262563 -0.1 -0.9 -0.4 0.45

14
Properties=species:S:1:pos:R:3:forces:R:3:mulliken_charge:R:1 method="wB97M-V/def2-TZVPD" homo_energy_ev=-10.027 lumo_energy_ha=-0.00639 de_lowest_ev=0.662 gap_ev=9.8528
S -1.002765 -0.661191 -0.315200 -2.8 -0.2 -1.1 1.02
F -1.330726 1.905229 0.217812 0.7 1.3 -0.7 -0.25
F 1.150276 -0.410594 1.678151 1.0 0.1 0.3 -0.15
F -1.418947 0.706024 1.959690 -0.2 -0.4 0.5 -0.21
F 2.824629 0.053432 0.336911 0.4 0.3 0.4 -0.15
F 1.969377 -1.920702 0.350948 0.2 0.3 0.2 -0.17
F -3.096413 0.828156 0.581108 -1.1 -0.6 0.2 -0.20
O -1.774659 -0.854288 -1.515855 0.6 0.6 1.1 -0.59
O 1.720986 1.049968 -2.105221 0.0 -0.7 1.1 -0.46
O -0.790759 -1.739980 0.582688 0.1 0.0 0.3 -0.57
N 0.637922 0.684063 -1.734422 -1.0 1.3 -2.2 -0.13
N 0.471039 -0.079255 -0.694475 3.9 -1.4 3.2 0.29
C -1.806871 0.795303 0.703566 1.3 -1.0 -0.8 0.73
C 1.791637 -0.656703 0.576983 -3.1 0.3 -2.5 0.82

13
Properties=species:S:1:pos:R:3:forces:R:3:mulliken_charge:R:1 method="wB97M-V/def2-TZVPD" charge=-1 homo_energy_ev=-6.086 lumo_energy_ha=0.13278 de_lowest_ev=3.864 gap_ev=9.6993
S 0.038670 0.689438 0.492305 -1.2 -0.2 -1.3 0.18
F 2.314246 -1.877983 1.434919 -0.4 0.7 -0.7 -0.34
F 0.128732 0.955519 -2.253401 0.4 -0.8 0.7 -0.26
F 1.872160 -2.969443 -0.367011 0.7 -1.3 -1.0 -0.30
F 0.327457 -2.641012 1.075604 -0.5 0.3 -0.1 -0.31
F -1.298558 -0.606043 -1.773915 0.8 -0.2 1.1 -0.21
F -1.778975 1.432600 -1.524709 0.0 -0.2 0.9 -0.21
O -0.486510 2.460808 2.314080 -0.3 0.6 0.2 -0.59
O 1.045941 -0.994282 -0.280768 -0.1 1.0 -0.4 -0.61
O -1.807744 2.770217 0.623149 -1.3 1.5 0.1 -0.52
N -0.925107 2.240148 1.207053 1.5 -2.4 -0.8 0.70
C 1.345151 -2.002629 0.378950 0.3 -0.8 1.8 0.79
C -0.775462 0.542660 -1.326256 -0.2 1.7 -0.5 0.68

17
Properties=species:S:1:pos:R:3:forces:R:3:mulliken_charge:R:1 method="wB97M-V/def2-TZVPD" charge=+1 homo_energy_ev=-12.412 lumo_energy_ha=-0.38770 de_lowest_ev=2.597 gap_ev=1.8618
Tl 7.921920 15.843940 -22.779560 0.0 0.0 0.0 1.00
S 5.888960 10.711910 -27.316720 0.3 -0.9 -0.2 1.09
S 13.288360 14.264190 -26.956560 0.5 0.0 -1.0 1.07
F 15.979830 13.908530 -27.449530 -0.9 -0.5 -0.5 -0.19
F 3.224730 11.152710 -27.236720 -0.6 0.4 1.7 -0.18
F 4.228880 12.278450 -28.785260 0.3 -1.6 0.7 -0.20
F 15.181570 12.345390 -26.175030 -0.6 -1.6 -0.5 -0.17
F 3.712400 10.130390 -28.988940 1.3 0.4 0.2 -0.18
F 15.449950 14.279110 -25.454920 -0.2 1.1 1.4 -0.21
O 5.814640 9.336410 -26.721950 0.1 2.6 -1.1 -0.39
O 6.099980 11.771870 -26.302060 -0.3 -1.4 -1.4 -0.43
O 12.556850 14.269680 -25.665050 0.7 -0.1 -1.9 -0.43
O 12.667010 13.334490 -27.988930 1.2 2.1 2.2 -0.38
O 6.890530 10.776990 -28.428400 -1.5 -0.1 1.8 -0.38
O 13.566570 15.651510 -27.473190 -0.9 -2.9 0.9 -0.40
C 15.099240 13.585920 -26.499540 0.1 1.8 -0.7 0.70
C 4.136270 11.070810 -28.137480 0.6 0.6 -1.6 0.68